[1]
A structure of composition C40H102F9O20Y at a distorted geometry, computed with ωB97M-V/def2-TZVPD.

* HOMO-LUMO gap: 0.344 Ha
* E_LUMO: -0.050 eV
* HOMO energy: -9.4 eV

Element x y z (Å)
Y 1.618 4.386 -0.662
C -0.268 5.542 1.736
O -1.072 4.575 1.040
O 0.788 5.775 0.988
C -1.019 6.831 1.997
F -2.138 6.628 2.707
F -0.242 7.669 2.708
F -1.371 7.461 0.860
C -2.244 4.027 1.627
C -2.802 3.030 0.629
H -3.703 2.495 0.914
H -2.911 3.528 -0.338
H -2.031 2.274 0.438
H -2.995 4.784 1.852
H -2.014 3.489 2.558
H 0.027 5.128 2.719
C 1.168 1.114 0.563
O 0.334 0.737 -0.567
O 1.455 2.384 0.502
C 0.425 0.786 1.865
F -0.828 1.246 1.881
F 0.349 -0.553 2.096
F 1.048 1.332 2.923
C 0.224 -0.624 -0.906
C -0.766 -0.732 -2.036
H -1.706 -0.283 -1.694
H -0.437 -0.177 -2.917
H -1.005 -1.751 -2.334
H -0.083 -1.287 -0.094
H 1.208 -1.054 -1.176
H 2.060 0.454 0.478
C 3.796 3.142 -3.173
O 4.318 2.002 -2.483
O 2.807 3.683 -2.480
C 4.993 4.082 -3.337
F 4.730 4.978 -4.324
F 5.257 4.785 -2.223
F 6.109 3.435 -3.684
C 3.565 0.850 -2.694
C 4.339 -0.358 -2.245
H 5.154 -0.596 -2.929
H 4.702 -0.283 -1.219
H 3.693 -1.245 -2.230
H 3.288 0.708 -3.749
H 2.616 0.917 -2.139
H 3.471 2.814 -4.173
C -3.193 -0.267 -7.435
C -3.013 0.376 -6.066
O -1.854 -0.152 -5.408
H -3.347 -1.345 -7.327
H -2.327 -0.057 -8.057
H -4.110 0.073 -7.928
H -3.892 0.159 -5.448
H -2.876 1.450 -6.199
H -2.124 -0.973 -4.955
C -3.428 -1.651 1.300
C -2.667 -2.931 1.451
O -3.316 -3.963 0.695
H -2.874 -0.799 1.692
H -4.383 -1.687 1.820
H -3.650 -1.432 0.251
H -2.625 -3.230 2.507
H -1.636 -2.785 1.110
H -2.931 -4.806 0.949
C 1.429 -2.658 -4.770
C 1.964 -4.065 -4.996
O 1.782 -4.887 -3.802
H 0.378 -2.657 -4.481
H 1.507 -2.065 -5.684
H 2.009 -2.151 -3.994
H 3.016 -4.028 -5.282
H 1.418 -4.580 -5.789
H 2.642 -4.968 -3.382
C -2.866 -0.218 4.933
C -4.124 -1.058 5.054
O -5.045 -0.575 4.055
H -2.404 -0.309 3.944
H -2.082 -0.450 5.656
H -3.109 0.843 5.021
H -4.531 -0.867 6.053
H -3.914 -2.117 4.883
H -5.709 -1.255 3.910
C -2.657 -6.214 -2.482
C -1.330 -5.490 -2.464
O -0.982 -5.018 -3.767
H -2.958 -6.491 -1.471
H -2.579 -7.127 -3.076
H -3.437 -5.597 -2.923
H -0.513 -6.089 -2.047
H -1.391 -4.610 -1.801
H -0.007 -4.953 -3.764
C 1.334 -2.063 4.865
C 0.116 -2.906 4.587
O 0.003 -4.022 5.470
H 1.441 -1.272 4.124
H 2.257 -2.642 4.770
H 1.335 -1.680 5.888
H 0.130 -3.310 3.570
H -0.800 -2.302 4.618
H -0.326 -3.697 6.313
C -0.647 3.364 4.592
C -0.500 2.470 5.783
O 0.300 3.147 6.744
H -1.348 2.966 3.855
H 0.289 3.505 4.047
H -1.019 4.344 4.895
H -0.101 1.485 5.499
H -1.499 2.271 6.197
H 0.253 2.688 7.587
C 3.579 3.693 2.841
C 3.889 4.794 1.852
O 3.629 4.307 0.501
H 3.892 3.915 3.862
H 4.125 2.790 2.540
H 2.517 3.454 2.871
H 4.929 5.111 1.924
H 3.228 5.646 1.999
H 4.242 3.581 0.322
C 3.822 0.718 5.282
C 5.158 1.383 5.224
O 6.119 0.562 5.889
H 3.471 0.629 6.311
H 3.833 -0.294 4.871
H 3.082 1.302 4.731
H 5.133 2.369 5.700
H 5.453 1.518 4.174
H 6.918 1.071 6.045
C -4.658 -3.380 -4.393
C -3.583 -2.718 -3.542
O -2.357 -2.639 -4.277
H -4.748 -2.841 -5.339
H -5.636 -3.344 -3.905
H -4.412 -4.416 -4.629
H -3.418 -3.303 -2.635
H -3.871 -1.687 -3.348
H -1.879 -3.486 -4.202
C -0.564 2.977 -4.121
C -1.187 3.292 -2.779
O -0.203 3.165 -1.698
H -1.257 3.233 -4.924
H -0.343 1.913 -4.205
H 0.359 3.540 -4.267
H -2.009 2.623 -2.519
H -1.553 4.320 -2.766
H -0.121 2.209 -1.474
C 1.318 -4.280 -0.230
C 2.132 -5.473 0.182
O 3.502 -5.201 -0.030
H 1.606 -3.818 -1.178
H 1.412 -3.451 0.483
H 0.251 -4.505 -0.266
H 1.798 -6.371 -0.347
H 1.958 -5.643 1.251
H 4.021 -5.826 0.486
C -4.910 1.011 -1.719
C -5.501 2.388 -1.578
O -6.544 2.547 -2.532
H -5.704 0.287 -1.510
H -4.123 0.836 -0.984
H -4.500 0.832 -2.713
H -4.746 3.169 -1.753
H -5.869 2.559 -0.559
H -6.961 3.403 -2.413
C 4.422 -0.847 1.904
C 3.828 -2.043 1.185
O 4.855 -2.679 0.446
H 4.784 -0.155 1.136
H 5.297 -1.188 2.460
H 3.719 -0.329 2.553
H 3.045 -1.719 0.484
H 3.418 -2.741 1.921
H 4.521 -3.565 0.243

Atomic partial charges in e from the Löwdin method, atoms 1 to 8: 1.82 -0.46 -0.09 -0.24 -0.57 0.14 0.14 0.15

=====

[2]
A structure of composition C40H102HgN5O13S2 at a distorted geometry, computed with ωB97M-V/def2-TZVPD.

* HOMO-LUMO gap: 0.061 Ha
* E_LUMO: -8.992 eV
* HOMO energy: -10.6 eV
* net charge: +1

Element x y z (Å)
Hg -9.565 10.371 2.105
C -4.106 6.697 1.975
C -5.148 7.210 0.966
C -5.638 6.028 0.082
O -6.227 7.946 1.473
H -3.280 6.180 1.487
H -4.532 6.100 2.781
H -3.738 7.550 2.544
H -4.537 7.860 0.340
H -4.875 5.482 -0.474
H -6.236 6.474 -0.711
H -6.195 5.204 0.527
C -1.114 2.127 8.872
C -1.118 2.051 7.309
C -1.305 3.378 6.604
O 0.039 1.438 6.795
H -1.962 2.679 9.277
H -0.202 2.588 9.252
H -1.163 1.175 9.401
H -1.910 1.407 6.925
H -1.915 3.388 5.701
H -0.371 3.889 6.370
H -1.881 4.105 7.176
H 0.756 2.024 7.048
C 1.592 7.534 1.122
C 1.602 8.026 -0.367
C 0.538 9.042 -0.793
O 2.882 8.510 -0.643
H 1.926 8.350 1.763
H 2.250 6.681 1.289
H 0.651 7.203 1.562
H 1.392 7.158 -0.992
H 0.750 10.000 -0.317
H -0.480 8.754 -0.531
H 0.509 9.152 -1.877
H 2.886 9.328 -0.140
C -6.812 8.938 8.521
C -6.025 9.047 7.165
C -4.516 9.096 7.326
O -6.428 7.830 6.522
H -6.579 9.675 9.290
H -6.778 7.922 8.915
H -7.853 9.058 8.219
H -6.405 9.888 6.584
H -4.095 8.812 6.362
H -4.046 8.375 7.995
H -4.233 10.120 7.567
H -5.991 7.867 5.668
C -1.622 2.068 -4.123
C -0.854 3.058 -4.979
C 0.603 2.683 -5.466
O 1.213 3.440 -6.517
C 1.378 4.848 -6.208
N -1.693 3.412 -6.097
H -2.554 2.394 -3.661
H -1.115 1.617 -3.270
H -1.916 1.211 -4.730
H -0.860 3.960 -4.367
H 0.598 1.634 -5.764
H 1.227 2.690 -4.573
H 0.519 5.509 -6.091
H 1.935 5.367 -6.987
H 1.995 5.150 -5.362
H -1.797 2.558 -6.626
H -1.034 3.967 -6.623
C 0.980 1.080 1.471
C 0.533 -0.409 1.751
C 1.649 -1.459 2.207
O 2.727 -1.323 1.279
C 3.599 -2.423 1.332
N -0.637 -0.371 2.692
H 1.332 1.627 2.345
H 0.170 1.685 1.064
H 1.814 1.074 0.769
H 0.168 -0.735 0.777
H 1.244 -2.471 2.220
H 1.942 -1.274 3.241
H 4.156 -2.420 2.269
H 4.260 -2.278 0.478
H 3.070 -3.364 1.180
H -0.290 -0.081 3.596
H -0.802 -1.327 2.974
C -6.724 -1.419 1.745
C -6.912 0.043 1.727
C -8.382 0.504 1.595
O -8.869 -0.095 0.395
C -10.319 -0.175 0.378
N -6.352 0.606 2.940
H -5.658 -1.629 1.655
H -7.235 -1.760 0.845
H -7.045 -1.895 2.672
H -6.394 0.549 0.912
H -8.501 1.583 1.491
H -8.901 0.171 2.494
H -10.613 -0.814 1.211
H -10.647 -0.747 -0.490
H -10.755 0.819 0.287
H -5.430 0.220 2.797
H -6.314 1.613 2.871
C -2.944 14.346 0.770
C -3.033 12.887 1.101
C -2.527 12.491 2.492
O -1.094 12.643 2.640
C -0.609 12.190 3.905
N -4.417 12.603 1.019
H -3.304 14.696 -0.197
H -1.931 14.746 0.807
H -3.597 14.904 1.442
H -2.484 12.397 0.297
H -2.812 11.522 2.902
H -2.975 13.200 3.188
H 0.474 12.263 4.009
H -0.808 11.125 4.028
H -0.861 12.781 4.786
H -4.497 11.670 1.396
H -4.996 13.151 1.640
C -11.143 5.645 4.453
C -10.810 6.707 3.411
C -11.756 6.713 2.169
O -11.112 7.487 1.178
C -11.558 7.210 -0.093
N -10.700 7.990 4.040
H -10.636 5.968 5.363
H -10.820 4.639 4.186
H -12.224 5.593 4.583
H -9.783 6.502 3.109
H -12.750 7.066 2.441
H -11.859 5.679 1.840
H -11.382 6.170 -0.368
H -11.176 7.766 -0.949
H -12.644 7.287 -0.135
H -11.442 8.004 4.725
H -9.933 7.882 4.689
C -4.810 12.632 -5.787
C -4.025 11.488 -5.200
C -4.949 10.608 -4.304
S -6.355 10.363 -5.508
O -7.570 10.242 -4.740
O -6.017 9.322 -6.493
C -6.080 12.019 -6.306
H -4.330 13.131 -6.629
H -5.044 13.314 -4.970
H -3.072 11.682 -4.707
H -3.694 10.919 -6.068
H -5.362 11.029 -3.387
H -4.481 9.666 -4.019
H -6.936 12.619 -5.997
H -6.062 11.977 -7.395
C -8.049 2.926 -6.235
C -7.567 3.420 -4.875
C -7.990 2.456 -3.792
S -8.041 0.793 -4.632
O -9.403 0.266 -4.803
O -6.992 -0.163 -4.153
C -7.604 1.485 -6.277
H -7.632 3.521 -7.049
H -9.113 2.950 -6.469
H -8.082 4.376 -4.774
H -6.492 3.592 -4.905
H -8.966 2.813 -3.465
H -7.294 2.348 -2.960
H -8.050 0.842 -7.036
H -6.517 1.484 -6.353

Atomic partial charges in e from the Löwdin method, atoms 1 to 8: 0.66 -0.01 -0.45 -0.05 0.08 0.10 0.10 0.08

=====

| no. | energy (eV) |
| --- | --- |
| 1 | -109587.2971 |
| 2 | -103026.4492 |